Entry from the Open Molecules 2025 dataset: a structure of composition C19H21BCoF2NO5 (wB97M-V/def2-TZVPD).

The geometry in XYZ format:
```
50
Properties=species:S:1:pos:R:3:forces:R:3
Co -0.6736 -0.5199 -0.3060 -0.19 0.04 0.42
F -1.1134 0.2291 -3.9513 0.27 0.57 0.12
F -0.4985 -1.3215 -2.4171 0.89 1.49 0.06
O 3.3274 0.5852 -3.2610 2.58 0.00 -0.09
O 1.2478 -0.0711 -3.7024 -1.06 -0.09 1.54
O -2.3242 0.6278 -0.7617 0.30 1.54 -0.76
O 1.6257 4.7084 -0.4452 0.86 1.99 0.73
O -2.9388 2.5817 -1.7775 0.43 -0.41 0.76
N 0.1380 1.1417 -1.9274 0.71 -0.99 -0.68
C 2.1789 0.6088 -2.9576 -2.58 0.39 -0.42
C -0.1775 3.2359 -0.9861 -0.15 4.68 1.66
C 0.0070 0.1457 1.6858 -1.65 -0.72 1.10
C -0.3441 -2.4637 0.7971 1.23 -0.95 -2.36
C -1.4107 -1.8621 1.4336 -0.58 1.15 1.78
C -2.5223 0.1877 2.3017 -0.86 1.29 0.49
C -1.2533 -0.4861 1.8918 -0.15 -2.55 -1.58
C 1.1909 3.5894 -0.9640 1.28 -3.39 -0.91
C 0.8931 -1.8069 0.4793 -1.33 2.44 2.38
C -2.1059 1.7969 -1.3152 -1.62 -1.32 -0.34
C 2.0725 2.6667 -1.4283 -0.37 -1.96 -1.89
C -0.6571 2.1309 -1.4362 -1.45 -3.20 -1.16
C -0.4652 -3.8283 0.1135 -0.19 -0.05 0.93
C 1.8793 -2.4834 -0.3506 1.29 -0.18 0.61
C 0.0735 1.4824 2.2976 1.09 0.08 0.15
C -2.6441 -2.7242 1.8499 0.42 1.61 -1.58
C 1.5016 1.4338 -1.9712 1.22 0.91 0.16
C 1.0772 -0.4714 1.0268 1.44 -0.68 -0.71
C 2.4869 0.2550 0.9217 -1.12 -2.79 0.27
B -0.0888 0.0324 -3.0636 -0.32 -1.30 -0.21
H 0.9038 5.3066 -0.5505 -0.66 1.22 0.29
H -3.4465 -0.4353 2.2937 1.05 0.26 0.07
H 2.7510 0.3110 -0.1280 0.16 0.44 0.01
H 2.8537 -2.0057 -0.3678 -0.01 0.35 0.02
H -0.8862 4.0208 -0.6862 0.08 -0.46 0.12
H -2.2519 -3.7163 1.9145 -0.33 -0.75 0.08
H -0.9409 1.8079 2.4119 -0.05 0.90 0.02
H 2.4925 1.1880 1.4396 0.05 0.63 0.00
H -2.4631 0.7357 3.2498 0.02 -0.57 0.33
H 2.0635 -3.4800 0.0590 -0.14 -0.18 -0.65
H 3.2294 -0.4312 1.4068 -0.51 0.60 -0.27
H 1.4615 -2.4174 -1.3265 0.07 -0.77 -1.22
H -0.2052 -3.7926 -0.9426 -0.25 0.16 0.00
H -3.4139 -2.6201 1.0202 0.60 -0.39 1.28
H -1.4431 -4.2753 0.2637 -0.09 0.09 -0.36
H -2.7601 1.0225 1.6303 0.16 -0.33 -0.41
H 0.2377 -4.5177 0.5771 0.18 -0.19 0.06
H 0.5788 1.4619 3.2794 -0.21 -0.01 -0.26
H -3.0252 -2.4273 2.8336 -0.03 0.01 -0.43
H 0.6741 2.0626 1.6227 -0.07 1.09 -0.05
H 3.1080 2.8007 -1.7769 -0.40 0.30 0.89
```
Positions in Å, forces in eV/Å.

Summary:
multiplicity: 4
HOMO level (alpha / beta): -2.8 / -4.5 eV
energy above the lowest of the compared OMol25 structures with the same formula, charge and spin: 0.0 kJ/mol
total charge: -1
LUMO (alpha / beta): 0.101 / 0.100 Ha

Mulliken atomic charge list, values in e, 6 entries: Co 0.303; F -0.291; F -0.498; O -0.724; O -0.614; O -0.739

---

Entry from the Open Molecules 2025 dataset: a structure of composition C5H12O4 (wB97M-V/def2-TZVPD).

The geometry in XYZ format:
```
21
Properties=species:S:1:pos:R:3:forces:R:3
O -0.2671 0.6749 1.7497 -0.12 -0.28 -0.50
O -1.7528 1.6369 -0.2224 0.00 0.01 0.50
O 1.0689 -0.3923 -0.1376 -0.73 -0.12 1.19
O -1.9609 -0.4299 -1.2505 0.06 0.08 0.40
C -1.1814 0.3842 -0.4409 1.07 0.68 -1.87
C 2.3368 -0.3456 0.4900 -0.39 -0.35 0.22
C -0.5238 -0.1737 0.7097 1.82 -0.41 0.48
C 0.5215 0.7536 -1.6714 -1.69 0.33 -0.30
C -0.7961 -1.5786 1.1544 -0.02 0.01 0.05
H 2.9843 0.3658 -0.0365 -0.08 0.01 -0.01
H -1.7613 -1.6150 1.6699 0.04 0.02 -0.02
H -1.4705 2.3291 -0.8402 0.14 -0.51 -0.26
H 0.5343 1.7880 -1.3377 0.07 0.08 -0.19
H 2.2390 -0.0160 1.5316 -0.02 0.09 -0.05
H 2.8253 -1.3280 0.4840 0.02 0.07 0.00
H -0.1771 0.5405 -2.4784 -0.20 0.35 -0.16
H -2.8663 -0.4514 -0.9036 0.10 0.04 -0.04
H -0.4012 1.5784 1.4228 -0.11 -0.10 0.06
H 1.4955 0.4372 -2.0384 0.08 -0.14 0.51
H -0.0224 -1.9100 1.8473 -0.05 0.05 -0.03
H -0.8246 -2.2480 0.2984 0.01 0.08 0.02
```
Positions in Å, forces in eV/Å.

Summary:
HOMO level: -7.6 eV
energy above the lowest of the compared OMol25 structures with the same formula, charge and spin: 536.2 kJ/mol
LUMO: 0.022 Ha

Mulliken atomic charge list, values in e, 6 entries: O -0.551; O -0.571; O -0.328; O -0.520; C -0.169; C -0.768

---

Entry from the Open Molecules 2025 dataset: an isolated molecule of C3H5N3OS (wB97M-V/def2-TZVPD).

The geometry in XYZ format:
```
13
Properties=species:S:1:pos:R:3:forces:R:3
S 2.9637 0.0582 -0.0785 -0.64 0.79 0.11
O -1.4773 -1.8402 0.0347 -0.41 -0.52 -0.06
N 1.2604 0.2649 -0.0067 0.08 -0.93 0.11
N -1.2018 1.7123 0.2101 -0.61 0.33 -0.41
N -3.0639 0.4135 -0.2209 0.03 -0.74 -0.07
C -1.8113 0.4888 -0.0307 0.33 1.17 0.40
C -0.9496 -0.7612 0.0576 0.13 0.27 0.21
C 0.5396 -0.7814 0.1547 0.43 0.86 -0.40
H 0.8898 -1.8066 0.2567 0.34 -0.03 0.06
H -3.3293 -0.5838 -0.2763 0.14 0.59 -0.08
H -1.7786 2.5296 -0.0326 0.51 -0.79 0.32
H -0.1961 1.8377 0.2065 -0.41 -0.37 -0.19
H 3.1793 1.4009 -0.1424 0.09 -0.62 0.00
```
Positions in Å, forces in eV/Å.

Summary:
HOMO level: -9.4 eV
energy above the lowest of the compared OMol25 structures with the same formula, charge and spin: 169.5 kJ/mol
LUMO: -0.030 Ha

Mulliken atomic charge list, values in e, 6 entries: S -0.127; O -0.544; N -0.402; N -0.399; N -0.764; C 0.232

---

Entry from the Open Molecules 2025 dataset: a structure of composition C13H25Br2N4O3S2 (wB97M-V/def2-TZVPD).

The geometry in XYZ format:
```
49
Properties=species:S:1:pos:R:3:forces:R:3
Br -2.5855 1.7625 -3.1439 -0.21 -0.22 0.18
Br 1.0403 0.4291 -3.0306 -0.05 0.12 -0.06
S -4.4786 -0.2689 0.0348 0.08 -0.09 -0.01
S -1.6631 -0.9900 -2.4432 -0.01 -0.18 -0.92
O 3.2768 0.1811 1.0313 -0.01 0.04 0.05
O -5.5869 1.5495 -1.6261 -0.36 -0.62 -0.94
O -0.4205 -2.2371 -0.0678 -0.02 -0.05 -0.08
N 0.9976 -3.4346 1.2328 0.14 -0.07 0.04
N -5.4867 3.3715 -0.4605 0.12 1.20 1.07
N 4.3189 2.1613 1.4121 0.06 0.15 0.05
N -4.9437 2.3478 0.2831 0.63 0.87 1.40
C 4.8228 3.4156 0.8799 0.00 -0.09 0.20
C 0.4255 1.2891 -0.3524 0.27 0.19 -0.16
C -5.0134 1.3149 -0.4338 -0.08 -0.92 -0.73
C 2.0672 -2.4526 1.0703 -0.19 0.00 -0.06
C -0.1691 1.2827 -1.7577 -0.10 -0.37 0.52
C 3.7192 1.2505 0.6409 0.08 0.03 -0.21
C -5.8435 2.8757 -1.5602 -0.18 -0.12 -0.44
C -0.1596 -3.2221 0.6373 -0.07 -0.10 0.03
C -3.0418 -1.8764 -1.6887 -0.30 -0.10 0.25
C -4.3618 -1.1284 -1.5688 -0.05 -0.03 0.34
C 1.2405 -4.6138 2.0490 0.08 0.11 -0.02
C -1.6040 0.7107 -1.8251 0.62 0.51 -0.47
C 4.4725 1.8824 2.8334 -0.08 -0.13 -0.11
H -3.2076 -2.7253 -2.3421 0.22 -0.09 -0.39
H 3.4941 1.7335 3.2901 0.03 0.00 0.06
H 0.8394 2.2757 -0.1786 0.11 0.21 0.07
H -6.2887 3.4184 -2.3637 -0.19 -0.19 -0.49
H -0.5906 -1.5938 -1.8615 -0.28 0.11 0.61
H 4.6341 3.4724 -0.1898 -0.01 -0.04 -0.01
H 4.3274 4.2539 1.3718 0.04 0.05 -0.04
H 5.0562 0.9728 2.9717 0.00 0.01 0.06
H 2.3172 -2.3477 0.0154 0.05 0.05 0.02
H -2.7228 -2.2836 -0.7389 0.26 0.15 0.27
H -0.3056 1.1222 0.4301 -0.20 -0.20 0.04
H -4.6024 -0.4778 -2.3993 0.14 0.24 -0.09
H -2.0761 0.8246 -0.8609 -0.29 -0.16 0.13
H 1.4906 -4.3110 3.0655 0.01 -0.05 0.01
H 3.6549 1.5541 -0.4183 0.01 0.02 0.01
H 0.3553 -5.2448 2.0752 -0.03 0.02 -0.02
H 1.7436 -1.4847 1.4400 0.06 0.01 0.00
H 2.0707 -5.1838 1.6322 0.00 -0.04 0.04
H -5.1310 -1.8881 -1.5485 -0.21 -0.20 -0.06
H 4.9762 2.7145 3.3164 0.01 0.04 -0.04
H 1.2479 0.5976 -0.2497 -0.01 -0.42 0.17
H -0.9021 -4.0115 0.8243 -0.03 0.04 -0.03
H -0.2465 2.2972 -2.1005 -0.04 0.29 -0.27
H 5.8971 3.4877 1.0526 0.01 0.07 -0.04
H 2.9455 -2.7736 1.6209 -0.01 -0.03 0.02
```
Positions in Å, forces in eV/Å.

Summary:
HOMO level: -11.7 eV
total charge: +1
LUMO: -0.097 Ha

Mulliken atomic charge list, values in e, 6 entries: Br -0.042; Br -0.060; S -0.177; S 0.175; O -0.675; O -0.234

---

| no. | total energy (eV) |
| --- | --- |
| 1 | -75516.0235 |
| 2 | -13564.5885 |
| 3 | -20543.9029 |
| 4 | -187736.9579 |